DFT (ωB97M-V/def2-TZVPD) results for C24H33N3O6S in the gas phase.

```
67
Properties=species:S:1:pos:R:3
C 0.18134 0.49983 4.12445
C -0.60076 1.11525 2.97091
O -0.45283 0.37862 1.75817
C 0.82245 0.37723 1.22472
C 1.55141 -0.79823 1.25823
C 2.79350 -0.85647 0.64420
C 3.58710 -2.12177 0.58353
O 4.77404 -2.17240 0.83804
N 2.88847 -3.23360 0.22536
C 1.54906 -3.24608 -0.20758
C 0.60402 -4.06667 0.39910
C -0.73327 -3.92237 0.10070
C -1.18235 -2.94962 -0.80295
N -2.54893 -2.77882 -1.00011
C -3.38770 -2.66609 0.18121
C -3.35301 -1.22704 0.71607
N -3.81756 -0.34815 -0.33042
S -4.37680 1.15008 0.10367
C -2.92947 2.19576 0.43404
O -5.11778 0.98610 1.31868
O -5.04523 1.68935 -1.04451
C -3.02395 -0.41214 -1.53181
C -3.01964 -1.86781 -2.02301
C -0.20796 -2.23636 -1.50824
C 1.13098 -2.38318 -1.21295
C 3.34144 0.29600 0.09922
C 2.63941 1.49458 0.08505
O 3.14444 2.66914 -0.39567
C 4.40342 2.69091 -1.04235
C 4.34679 2.14342 -2.46518
C 1.32842 1.52802 0.60181
O 0.49600 2.61382 0.60428
C 0.49646 3.51222 -0.49408
C 0.22723 2.82147 -1.82595
H 1.24916 0.52399 3.91657
H -0.12103 -0.53368 4.27611
H -0.01250 1.06093 5.03419
H -1.67352 1.08575 3.17873
H -0.29144 2.15425 2.81196
H 1.12105 -1.65501 1.74993
H 3.37564 -4.11450 0.32689
H 0.91852 -4.79733 1.13009
H -1.44555 -4.56974 0.58746
H -3.05528 -3.35221 0.95664
H -4.41170 -2.92008 -0.10450
H -4.02959 -1.10036 1.56053
H -2.32558 -0.97752 1.02367
H -2.08788 1.57736 0.72019
H -2.72286 2.75552 -0.46754
H -3.19848 2.86192 1.24235
H -3.49178 0.24840 -2.26242
H -1.99220 -0.08044 -1.33609
H -2.41964 -1.97773 -2.92596
H -4.04929 -2.15310 -2.25790
H -0.48091 -1.53421 -2.27873
H 1.86335 -1.79091 -1.74031
H 4.33681 0.22751 -0.30849
H 4.66873 3.75173 -1.06479
H 5.15450 2.16154 -0.44590
H 3.62692 2.70874 -3.05267
H 4.05246 1.09665 -2.46987
H 5.32546 2.23334 -2.92779
H -0.31443 4.20573 -0.25442
H 1.43834 4.06627 -0.53905
H 1.04312 2.14847 -2.07844
H -0.69430 2.24514 -1.77768
H 0.13513 3.56861 -2.60941
```

Output
Total charge: 0
SMILES string: CCOc1cc(C(=O)Nc2ccc(N3CCN(S(C)(=O)=O)CC3)cc2)cc(OCC)c1OCC
LUMO energy, eV: 0.589
HOMO-LUMO gap, eV: 8.35

DFT (ωB97M-V/def2-TZVPD) results for a molecular structure, C24H33N3ORuSeSi.

```
64
Properties=species:S:1:pos:R:3
Ru 0.41582 -0.23441 -1.12391
C -2.83577 0.47272 -3.27718
C -2.30178 -0.92834 -3.21194
C -2.94090 -1.98493 -3.84029
C -2.43277 -3.27206 -3.68229
C -1.30804 -3.48655 -2.91458
C -0.69350 -2.38139 -2.31301
N -1.19315 -1.13854 -2.49869
N 0.38689 -2.37911 -1.49281
Si 0.70491 -3.52348 -0.20885
C 1.24191 -5.22930 -0.78406
C -0.91150 -3.65352 0.77454
C 2.04544 -2.69094 0.83841
H -3.92389 0.46755 -3.29032
H -2.49322 0.97654 -4.18406
H -2.49579 1.03190 -2.40558
H -3.82763 -1.79854 -4.42887
H -2.93630 -4.10868 -4.14912
H -0.89080 -4.47332 -2.76909
H 0.44768 -5.73655 -1.33393
H 1.47868 -5.84640 0.08573
H 2.12857 -5.19132 -1.41887
H -1.56892 -4.42308 0.36493
H -1.45035 -2.70382 0.73345
H -0.72966 -3.89594 1.82356
H 3.05463 -2.98095 0.53630
H 1.93896 -2.96941 1.88893
H 1.96531 -1.60412 0.78525
O 2.86870 0.02177 -0.93058
C 3.48316 1.11243 -1.60171
C 2.45682 2.02750 -2.22069
C 2.79478 3.31947 -2.59359
C 1.84199 4.11322 -3.20773
C 0.57259 3.59446 -3.42327
C 0.31073 2.30594 -3.00593
N 1.23516 1.53379 -2.42057
H 3.17229 -0.81586 -1.29480
H 4.15078 0.75493 -2.38822
H 4.07615 1.67198 -0.87679
H 3.79333 3.69089 -2.40395
H 2.08645 5.12075 -3.51594
H -0.19955 4.17963 -3.90152
H -0.66142 1.85434 -3.14317
C -0.88202 2.71210 6.50883
C -0.72647 2.27710 5.08314
C -0.43898 0.95493 4.76794
C -0.34435 0.51190 3.45831
C 0.03469 -0.91776 3.19766
C -0.55944 1.44554 2.42499
Se -0.74625 0.86030 0.62033
C -0.77936 2.81262 2.71479
C -0.93357 3.85549 1.63926
C -0.86522 3.19236 4.04050
H -0.73708 1.87965 7.19393
H -1.87922 3.12366 6.67245
H -0.16513 3.49668 6.75640
H -0.29197 0.23710 5.56688
H -0.36182 -1.57296 3.97228
H 1.12341 -1.01208 3.20637
H -0.31991 -1.25968 2.22990
H -0.38400 3.57629 0.74462
H -0.56656 4.82131 1.98320
H -1.98497 3.97120 1.36728
H -1.04858 4.23499 4.27576
```

Output
Total charge: +1
LUMO energy (alpha / beta), eV: -4.861 / -3.628
2S+1: 2
HOMO-LUMO gap (alpha / beta), eV: 5.64 / 6.92

DFT (ωB97M-V/def2-TZVPD) results for a molecular structure, C24H33N3P2Y.

```
63
Properties=species:S:1:pos:R:3
C 0.27307 -4.73437 0.84097
C 0.15066 -3.48294 0.26281
C -0.99067 -2.69214 0.61285
C -1.92147 -3.08074 1.63812
C -1.67139 -4.35048 2.25411
C -0.62318 -5.15509 1.85876
C -3.03918 -2.25121 1.87515
C -3.45081 -1.31175 0.90628
C -2.51105 -0.97553 -0.12406
C -2.85249 -0.05269 -1.16941
C -4.14866 0.45471 -1.21136
C -5.06578 0.14194 -0.18819
C -4.74575 -0.70966 0.83941
H 1.06341 -5.39868 0.49975
H -2.40068 -4.63440 3.02570
H -0.54922 -6.17869 2.24730
H -3.71018 -2.51451 2.69737
H -4.41835 1.09018 -2.03794
H -6.08969 0.49633 -0.28307
H -5.42825 -0.99673 1.63749
N -1.22803 -1.51016 -0.07337
Y 0.07516 0.12248 0.76343
C 1.15677 -2.99611 -0.74950
H 0.60659 -2.61349 -1.62481
H 1.79950 -3.82442 -1.07480
C -1.81416 0.33567 -2.22157
H -1.30233 -0.59374 -2.53378
H -2.28436 0.89576 -3.03712
P 2.24373 -1.64441 -0.05362
P -0.50264 1.45067 -1.52782
C -1.42352 3.02129 -1.52200
H -0.75173 3.83494 -1.21999
H -1.77668 3.20926 -2.53949
H -2.27359 2.97698 -0.82300
C 0.51634 1.74726 -2.98152
H -0.10802 2.17626 -3.77006
H 1.30667 2.46077 -2.72142
H 0.96555 0.80680 -3.32268
C 3.29523 -2.61825 1.07552
H 3.88333 -3.36651 0.53936
H 3.96873 -1.91816 1.58812
H 2.66436 -3.09914 1.82887
C 3.41581 -1.59423 -1.52626
H 4.24167 -0.88792 -1.32561
H 3.85777 -2.58289 -1.74254
H 2.88342 -1.26375 -2.44031
H -1.16142 0.11047 2.30957
H 1.54497 -0.65457 1.64144
C 0.97432 5.76721 1.73601
C 1.38251 4.43800 1.26871
C 2.51844 3.95893 0.60187
C 2.34090 2.57434 0.44921
N 1.14961 2.21384 1.01609
N 0.60780 3.36554 1.50977
C 3.23958 1.63415 -0.22664
H 1.69362 6.15817 2.47687
H 0.91762 6.47840 0.89393
H -0.02290 5.70724 2.21456
H 3.35629 4.53970 0.23299
H -0.27646 3.34160 1.99041
H 2.80982 1.27532 -1.18042
H 4.17129 2.14106 -0.48395
H 3.46807 0.76207 0.40351
```

Output
Total charge: +1
LUMO energy, eV: -3.910
HOMO-LUMO gap, eV: 5.58

DFT (ωB97M-V/def2-TZVPD) results for C24H33N7O3 in the gas phase.

```
67
Properties=species:S:1:pos:R:3
C 4.33314 0.21281 -3.27996
N 3.58017 0.24066 -2.03674
C 2.45230 -0.57707 -1.94559
O 2.09507 -1.28926 -2.86922
C 1.82549 -0.44742 -0.66772
C 2.29936 0.40664 0.31572
N 1.52295 0.33688 1.41686
C 0.58139 -0.54867 1.12854
C -0.53420 -0.87752 2.06879
N -1.50601 0.19008 2.23153
C -0.97691 1.36437 2.90193
C -2.13203 2.31298 3.20672
N -2.78612 2.70134 1.97460
C -3.47959 3.90707 1.92539
C -2.84649 5.08195 2.34573
C -3.48390 6.30226 2.26191
C -4.76718 6.39366 1.74756
C -5.40140 5.24181 1.31960
C -4.77291 4.01323 1.40873
C -3.30097 1.54228 1.28524
C -2.14626 0.58290 0.99062
N 0.70452 -1.04201 -0.12651
C -0.04185 -2.07602 -0.79074
C 0.51000 -3.47169 -0.45011
N 0.00907 -4.43303 -1.40970
C -0.19723 -5.76491 -0.86979
C -0.87595 -6.62016 -1.94231
O -0.10073 -6.69342 -3.11299
C 0.14513 -5.40314 -3.62633
C 0.84844 -4.52334 -2.59587
N 3.40338 1.17431 0.12653
C 3.88342 2.06879 1.15771
C 4.08183 1.10552 -1.07108
O 5.07472 1.76832 -1.27351
H 4.36117 1.21041 -3.71703
H 5.35539 -0.11020 -3.08525
H 3.83488 -0.48321 -3.95057
H -0.10887 -1.08320 3.05454
H -1.06504 -1.76767 1.72326
H -0.22452 1.88085 2.28689
H -0.50446 1.04832 3.83367
H -2.84671 1.79191 3.86559
H -1.76039 3.19260 3.72899
H -1.83605 5.03900 2.72374
H -2.97012 7.19355 2.59244
H -5.26327 7.34985 1.68042
H -6.40407 5.29387 0.91973
H -5.30688 3.13253 1.08708
H -4.05786 1.01215 1.88615
H -3.74388 1.85062 0.33721
H -1.44042 1.08107 0.30366
H -2.54329 -0.30954 0.50001
H -1.09703 -2.01284 -0.52181
H 0.05906 -1.91229 -1.86469
H 1.61177 -3.42727 -0.44942
H 0.18625 -3.75668 0.55468
H -0.84633 -5.70213 0.00642
H 0.75504 -6.24136 -0.57684
H -1.00437 -7.64629 -1.59333
H -1.86001 -6.18393 -2.17233
H 0.76939 -5.53920 -4.51030
H -0.80520 -4.93051 -3.91565
H 1.01661 -3.52821 -3.00767
H 1.82825 -4.96989 -2.35024
H 3.73111 3.10608 0.85597
H 3.32485 1.85498 2.06483
H 4.95008 1.90663 1.31068
```

Output
Total charge: 0
SMILES string: Cn1c(=O)c2c(nc(CN3CCN(c4ccccc4)CC3)n2CCN2CCOCC2)n(C)c1=O
LUMO energy, eV: 0.556
HOMO-LUMO gap, eV: 8.45

For the records above, the corresponding ΔE to the lowest compared entry with this formula, charge and spin values read 205.9 254.3 0.0 0.0 kJ/mol.
For the records above, the corresponding max |F| values read 0.9 3.1 2.6 1.4 eV/Å.